Record 1
DFT (ωB97M-V with the def2-TZVPD basis set) results for 2 unconnected molecules or ions with the total composition C23H31BrF3NO5P.

Properties
Total charge ... +1
Kohn-Sham gap ... 7.7 eV
HOMO energy ... -11.967 eV
E_tot ... -123554.3951 eV

Element x y z (Å)
1 C 2.04627 1.86806 4.75881
2 C 1.21430 2.23898 3.97621
3 C 0.17595 2.75006 2.99830
4 C 0.72778 2.45407 1.60558
5 C 1.93640 3.00859 1.08959
6 C 2.82171 3.97678 1.87838
7 F 3.80143 3.30700 2.49551
8 F 3.45227 4.78338 0.98245
9 F 2.16228 4.76783 2.70766
10 C 2.36814 2.63842 -0.18214
11 N 1.70718 1.76537 -0.97238
12 C 2.25808 1.39644 -2.29593
13 C 3.80589 1.44419 -2.40953
14 C 4.62559 0.65088 -1.33504
15 C 3.91654 -0.55913 -0.68696
16 C 4.95490 -1.22063 0.30788
17 C 5.26751 -2.71004 -0.01530
18 C 3.98267 -3.55533 0.22063
19 C 0.53037 1.24186 -0.53250
20 C -0.33235 0.28547 -1.36784
21 C -0.33290 -1.18556 -0.88828
22 O -1.04271 -1.96046 -1.42381
23 Br 0.76426 -1.79262 0.59925
24 C 0.01546 1.56730 0.75331
25 C -1.23682 0.93889 1.16578
26 C -2.29204 0.53772 1.57938
27 H 2.93015 1.48983 5.24679
28 H 0.10842 3.83475 3.15732
29 H -0.74556 2.20333 3.22913
30 H 3.29658 3.08821 -0.54387
31 H 1.87478 2.15160 -3.01048
32 H 1.91416 0.42523 -2.66440
33 H 4.19034 2.47898 -2.44837
34 H 4.06030 0.99783 -3.38724
35 H 5.53923 0.25235 -1.81023
36 H 4.92619 1.35745 -0.54296
37 H 3.52551 -1.28577 -1.41918
38 H 3.06103 -0.27444 -0.04900
39 H 4.55864 -1.12959 1.33690
40 H 5.88813 -0.63196 0.27804
41 H 6.02950 -3.02999 0.71783
42 H 5.65150 -2.75657 -1.04555
43 H 4.24276 -4.59766 0.46036
44 H 3.48328 -3.14388 1.11469
45 H 3.31956 -3.54709 -0.65592
46 H -0.09473 0.36662 -2.43922
47 H -1.37153 0.65540 -1.27654
48 H -3.26474 0.12268 1.80267
49 C -4.06630 -2.03138 -1.41472
50 O -5.41461 -1.95506 -1.84964
51 P -6.33945 -0.75942 -1.12382
52 O -5.35691 0.36981 -1.11707
53 O -6.37905 -1.56720 0.30928
54 C -6.86067 -2.92203 0.31927
55 O -7.68870 0.14978 -0.71686
56 C -8.93128 -0.52271 -0.43561
57 H -3.69584 -3.02676 -1.65945
58 H -3.46376 -1.29588 -1.94293
59 H -3.98435 -1.88096 -0.33740
60 H -6.02194 -3.60095 0.47328
61 H -7.36426 -3.18408 -0.61178
62 H -7.56494 -3.03434 1.14297
63 H -8.95713 -0.82706 0.61153
64 H -9.06989 -1.39331 -1.07484
65 H -9.74603 0.17507 -0.61592

Atoms 1-6, force components in eV/Å:
0.46 -0.22 -0.61
-0.67 0.41 -0.27
1.78 -0.59 0.97
-0.28 -0.17 -0.54
-1.18 -0.76 -0.10
0.74 -0.03 -1.31

Results of the Löwdin charge analysis, in e, for atoms 1 through 4: number 1, C, carries 0.13; number 2, C, carries -0.11; number 3, C, carries -0.09; number 4, C, carries -0.03



Record 2
DFT (ωB97M-V with the def2-TZVPD basis set) results for a molecular structure, C23H31BrN9O6RbS.

Properties
Total charge ... -2
Kohn-Sham gap ... 6.0 eV
Energy above the lowest of the compared OMol25 structures with the same formula, charge and spin ... 0.0 kJ/mol
HOMO energy ... -2.108 eV
E_tot ... -131589.0554 eV

Element x y z (Å)
1 Rb 0.03913 0.41373 0.60199
2 C -3.36904 1.19486 4.53735
3 C -2.34312 0.57393 3.62649
4 N -1.31550 1.20144 3.16811
5 N -1.22252 2.51603 3.47626
6 C 0.00898 2.99207 3.39773
7 N 0.03949 4.38067 3.47759
8 S 1.50688 2.18557 3.26975
9 C -2.54016 -0.83376 3.20135
10 C -3.64572 -1.56940 3.64651
11 C -3.83354 -2.86473 3.19395
12 C -2.92841 -3.40730 2.30035
13 C -1.85958 -2.61110 1.90666
14 N -1.65793 -1.38017 2.35294
15 H -3.01155 2.16963 4.85304
16 H -3.55018 0.56867 5.41485
17 H -4.32583 1.32837 4.02256
18 H -0.81316 4.80531 3.13976
19 H 0.88230 4.75992 3.07629
20 H -4.35881 -1.12535 4.32498
21 H -4.69050 -3.43785 3.53035
22 H -3.04408 -4.40428 1.89690
23 H -1.14400 -2.97646 1.17519
24 N 1.88650 0.34641 -1.90399
25 C 2.57585 -0.93476 -1.89113
26 C 3.92005 -0.89075 -2.64595
27 C 4.70822 -2.18648 -2.83559
28 C 3.87776 -3.32052 -3.43408
29 N 3.11018 -3.95659 -2.39215
30 C 1.99030 -4.55731 -2.64698
31 N 1.33753 -5.26086 -1.68082
32 N 1.40244 -4.62450 -3.88436
33 C 2.73356 -1.36126 -0.43137
34 O 2.99854 -2.63353 -0.20055
35 O 2.62304 -0.56182 0.47105
36 H 1.85627 0.74551 -2.83256
37 H 2.32702 1.00825 -1.27445
38 H 1.92192 -1.67438 -2.36410
39 H 4.55588 -0.13058 -2.18044
40 H 3.67216 -0.51150 -3.64546
41 H 5.13392 -2.53826 -1.89220
42 H 5.55024 -1.95967 -3.49739
43 H 4.54281 -4.05137 -3.91109
44 H 3.26240 -2.88958 -4.24200
45 H 3.08236 -3.18407 -1.07176
46 H 1.61192 -4.95110 -0.75298
47 H 0.31264 -5.14912 -1.75502
48 H 1.68996 -3.90037 -4.52025
49 H 0.38900 -4.71189 -3.81342
50 N -2.74359 -1.58890 -1.30696
51 C -2.73650 -2.79515 -2.12266
52 C -1.37143 -3.50516 -2.08913
53 O -1.34598 -4.66043 -2.60999
54 O -0.42826 -2.93858 -1.50673
55 H -3.35614 -0.88067 -1.69118
56 H -1.79372 -1.22409 -1.29375
57 H -2.96652 -2.62822 -3.18437
58 H -3.48276 -3.50685 -1.75592
59 Br -2.44974 5.33954 -4.45626
60 C -2.35156 3.43271 -4.36610
61 C -2.76282 2.77714 -5.52390
62 C -2.72589 1.39540 -5.59220
63 C -2.26307 0.67276 -4.49965
64 C -1.85307 1.34862 -3.36525
65 C -1.89393 2.74074 -3.25094
66 C -1.41663 3.34857 -1.88884
67 O -1.62069 4.55558 -1.71992
68 O -0.88289 2.50626 -1.13575
69 H -3.10968 3.36240 -6.36522
70 H -3.05141 0.88988 -6.49386
71 H -2.21269 -0.40952 -4.53092
72 H -1.46369 0.82050 -2.50649

Atoms 1-6, force components in eV/Å:
-0.29 0.39 0.15
0.03 -0.01 -0.03
0.02 -0.05 -0.09
-0.33 -0.21 0.34
0.23 -0.19 -0.05
-0.06 0.34 -0.15

Results of the Löwdin charge analysis, in e, for atoms 1 through 4: number 1, Rb, carries 0.80; number 2, C, carries -0.06; number 3, C, carries -0.30; number 4, N, carries -0.04



Record 3
DFT (ωB97M-V with the def2-TZVPD basis set) results for 2 unconnected molecules or ions with the total composition C23H31ClN4O5.

Properties
Total charge ... 0
Kohn-Sham gap ... 8.4 eV
HOMO energy ... -8.065 eV
E_tot ... -53076.8117 eV

Element x y z (Å)
1 O -1.34582 -2.61517 7.06056
2 O 5.82541 4.01636 -3.33590
3 O 1.76203 3.43826 -8.43064
4 O -1.39316 0.00775 4.19217
5 Cl -0.52234 0.10434 0.94274
6 O 0.19580 1.95308 -9.16379
7 C -2.31737 -3.24646 6.67301
8 C 4.69374 3.57217 -3.31259
9 C 1.02388 2.48887 -8.22639
10 C -2.19191 -0.66484 4.82817
11 C 0.83551 1.43422 -4.01838
12 C 2.05134 1.81084 -4.53466
13 C 1.92616 0.83317 -0.01081
14 C 0.11798 0.76885 -1.63163
15 C 2.83025 1.22603 -1.00894
16 C 0.57644 0.60028 -0.31734
17 C 1.03350 1.16356 -2.61031
18 C 2.37151 1.38584 -2.32019
19 N 3.70690 4.45691 -2.97454
20 N -2.85804 -0.04101 5.80941
21 N 2.99988 1.76529 -3.50683
22 N -2.91703 -3.05482 5.49536
23 C -2.92562 -4.30669 7.56121
24 C -4.03741 -0.46518 6.56459
25 C 4.42750 2.10776 -3.63525
26 C 0.04529 -2.82875 4.12935
27 C -1.74987 -4.18253 3.08359
28 C -0.45073 1.38640 -4.79712
29 C 2.22484 2.23649 -5.96960
30 C -0.31090 2.17823 -6.10728
31 C 1.00615 1.83109 -6.83661
32 C -1.36536 -2.76219 3.53018
33 C -2.46975 -2.13671 4.42580
34 H -0.28025 1.20689 -8.77885
35 H 2.26465 0.70367 1.01329
36 H -0.92534 0.59732 -1.87228
37 H 3.87179 1.40255 -0.75938
38 H 4.01183 5.35214 -2.60379
39 H 2.79170 4.08390 -2.73469
40 H -2.51087 0.88842 5.98941
41 H -3.70691 -3.64330 5.28932
42 H -3.95319 -4.03724 7.79651
43 H -2.89631 -5.26744 7.05082
44 H -2.34531 -4.36805 8.48115
45 H -4.69277 -1.07878 5.94499
46 H -3.72742 -1.02626 7.44804
47 H -4.59498 0.41486 6.89003
48 H 5.01786 1.48523 -2.95872
49 H 4.77315 1.90522 -4.65114
50 H 0.36602 -1.83782 4.44897
51 H 0.06265 -3.49820 4.98831
52 H 0.74721 -3.19043 3.37841
53 H -2.75164 -4.17725 2.65489
54 H -1.71308 -4.87429 3.92505
55 H -1.04987 -4.52370 2.32047
56 H -0.70089 0.34252 -5.01133
57 H -1.26366 1.81334 -4.20120
58 H 3.12738 1.78102 -6.38807
59 H 2.36350 3.32316 -5.98313
60 H -1.17316 1.96393 -6.74687
61 H -0.32529 3.25138 -5.88476
62 H 1.04956 0.74795 -6.98362
63 H -1.30469 -2.15771 2.62561
64 H -3.33045 -2.04444 3.76521

Atoms 1-6, force components in eV/Å:
-0.12 0.18 -0.44
0.64 -0.75 -0.35
-1.55 -1.44 -0.53
0.29 -0.67 -0.37
0.23 0.13 -0.15
0.53 0.53 0.35

Results of the Löwdin charge analysis, in e, for atoms 1 through 4: number 1, O, carries 0.06; number 2, O, carries 0.04; number 3, O, carries 0.11; number 4, O, carries 0.03